This record from OMol25 describes a 2-piece molecular cluster, C10H17N2 overall. The level of theory is ωB97M-V/def2-TZVPD.

Values from the calculation:
- LUMO energy (alpha / beta): -4.02 / -4.02 eV
- E_HOMO (alpha / beta): -10.2 / -10.3 eV
- Net charge: +1

Positions of all 29 atoms, in Å:
1 C -3.106 0.497 0.991
2 C -2.230 1.524 0.718
3 C -3.078 -0.587 0.090
4 C -1.344 1.456 -0.341
5 C -2.154 -0.616 -0.959
6 C 2.632 1.347 0.476
7 C 2.786 -1.071 -0.492
8 C 0.196 -1.560 1.034
9 C -0.266 0.298 -2.076
10 C 2.000 -0.034 0.227
11 N -1.214 0.388 -1.139
12 N 0.900 -0.307 0.927
13 H -3.769 0.555 1.741
14 H -2.212 2.360 1.272
15 H -3.733 -1.397 0.086
16 H -0.787 2.406 -0.425
17 H -2.237 -1.448 -1.594
18 H 1.937 2.185 0.581
19 H 3.404 1.527 -0.203
20 H 3.121 1.191 1.473
21 H 3.865 -1.093 -0.279
22 H 2.470 -2.067 -0.255
23 H 2.645 -0.981 -1.535
24 H -0.899 -1.602 0.730
25 H 0.713 -2.441 0.595
26 H 0.096 -1.841 2.181
27 H 0.431 1.175 -2.037
28 H -0.309 -0.343 -2.835
29 H 0.143 0.478 1.049

Electronic structure analysis, Löwdin charges in units of e:
1. C -0.0503
2. C -0.0576
3. C -0.0366
4. C -0.1140
5. C -0.0590
6. C 0.0232
7. C 0.0080
8. C -0.0551
9. C 0.0086
10. C -0.2319
11. N -0.1729
12. N 0.0347
13. H 0.0687
14. H 0.0802
15. H 0.0993
16. H 0.1450
17. H 0.1215
18. H 0.0926
19. H 0.0669
20. H 0.1281
21. H 0.1196
22. H 0.0709
23. H 0.0925
24. H 0.0880
25. H 0.0927
26. H 0.1437
27. H 0.0924
28. H 0.0256
29. H 0.1753